C22H25ClOPRu | ωB97M-V with the def2-TZVPD basis set

Cartesian coordinates (Å):
Ru 0.3490 2.0430 0.3512
Cl 1.8968 2.4818 1.9464
P -0.2563 0.0141 0.4965
C 0.3479 -1.3299 -0.5777
C -0.4733 -1.8831 -1.5660
C -0.0447 -3.0021 -2.2852
C 1.2333 -3.5291 -2.0726
C 2.0917 -2.9145 -1.1570
C 1.6514 -1.8162 -0.4069
C -0.3481 -0.7122 2.1662
C -0.5278 0.1611 3.2370
C -0.5994 -0.3552 4.5348
C -0.6407 -1.7360 4.7459
C -0.4579 -2.6089 3.6692
C -0.2159 -2.0928 2.3947
C -2.0106 0.2797 0.0753
C -2.3130 1.5766 -0.3154
C -3.6482 1.9342 -0.5320
C -4.6563 0.9798 -0.3486
C -4.3395 -0.3232 0.0509
C -3.0086 -0.6811 0.2815
H -0.6282 1.2361 3.0623
H -0.6669 0.3367 5.3687
H -0.7970 -2.1298 5.7527
H -0.5018 -3.6887 3.8224
H 0.0421 -2.7585 1.5748
H -1.4448 -1.4322 -1.7585
H -0.7179 -3.4614 -3.0072
H 1.5521 -4.4214 -2.6165
H 3.1016 -3.2934 -1.0145
H 2.3052 -1.3294 0.3150
H -1.4855 2.3317 -0.3837
H -3.8751 2.9601 -0.8144
H -5.7014 1.2589 -0.5018
H -5.1202 -1.0656 0.2128
H -2.7535 -1.6701 0.6614
H -1.5411 -1.0422 -4.7382
H -2.0800 -0.5427 -4.5800
C 3.8763 2.5000 -1.0277
C 2.8284 3.5645 -1.4416
C 1.5121 2.8119 -1.6492
O 1.6746 1.5075 -1.0033
C 3.0827 1.2131 -0.7778
H 4.6063 2.3029 -1.8204
H 4.4335 2.8090 -0.1351
H 3.1249 4.0633 -2.3710
H 2.7245 4.3294 -0.6611
H 0.5984 3.2641 -1.1894
H 1.3280 2.5926 -2.7055
H 3.3002 0.4242 -1.5091
H 3.1924 0.8432 0.2469

Forces on atoms 1 to 6 (eV/Å):
Ru 0.819 4.379 2.896
Cl -0.165 0.364 0.512
P -1.982 -5.142 -0.315
C 0.149 0.085 -0.066
C -0.007 -0.102 0.102
C 0.103 0.165 0.087

Output
LUMO energy (spin up / spin down): -6.579 / -11.013 eV
multiplicity: 6
HOMO energy (spin up / spin down): -0.506 / -0.559 hartree
charge: +2
Kohn-Sham gap (spin up / spin down): 7.18 / 4.21 eV

=====

C22H25CuN3O2S | ωB97M-V with the def2-TZVPD basis set

Cartesian coordinates (Å):
Cu -0.1176 -0.0890 0.0891
C 0.9107 2.9381 0.4483
N 1.4556 1.8836 -0.3788
C 2.8271 1.5460 -0.0038
C 2.9975 0.2675 0.8237
C 2.1983 0.1981 2.1300
N 0.8994 -0.3830 1.9222
C 0.6589 -1.5211 2.4577
C -0.5258 -2.3228 2.4221
C -0.5629 -3.3992 3.3283
C -1.6241 -4.2633 3.4243
C -2.7112 -4.0858 2.5642
C -2.7013 -3.0818 1.6423
C -1.6167 -2.1591 1.4987
O -1.6865 -1.3132 0.5566
C 1.3914 2.2040 -1.7994
C 0.0507 2.6994 -2.3528
C -1.0998 1.6731 -2.2479
N -0.5609 0.3737 -2.0148
C -0.7674 -0.5909 -2.8189
C -0.1357 -1.8719 -2.7409
C -0.3890 -2.7974 -3.7605
C 0.2724 -3.9993 -3.8448
C 1.2515 -4.2936 -2.8934
C 1.5101 -3.4300 -1.8659
C 0.8225 -2.1890 -1.7196
O 1.1369 -1.4259 -0.7537
H 1.3834 3.9154 0.2496
H 1.0598 2.6936 1.4952
H -0.1616 3.0051 0.2825
H 3.2886 2.3945 0.5302
H 3.4161 1.3828 -0.9121
H 4.0632 0.1716 1.0575
H 2.7014 -0.5888 0.2159
H 2.0714 1.2024 2.5519
H 2.7714 -0.3981 2.8687
H 1.4542 -1.9743 3.0798
H 0.2921 -3.5461 3.9823
H -1.6177 -5.0715 4.1442
H -3.5556 -4.7633 2.6266
H -3.5378 -2.9593 0.9688
H 1.6445 1.2924 -2.3444
H 2.1417 2.9851 -2.0457
H 0.2219 2.9266 -3.4110
H -0.2460 3.6287 -1.8674
H -1.7134 1.7077 -3.1688
H -1.7373 1.9169 -1.3916
H -1.4349 -0.4536 -3.6930
H -1.1239 -2.5378 -4.5158
H 0.0594 -4.6988 -4.6442
H 1.8148 -5.2158 -2.9788
H 2.2711 -3.6699 -1.1330
S -2.0176 1.1881 2.2942
C -1.4776 1.1573 0.8265

Forces on atoms 1 to 6 (eV/Å):
Cu -0.455 0.753 0.366
C 0.060 0.126 -0.078
N -0.009 0.109 -0.051
C 0.316 -0.344 0.166
C -0.086 0.167 0.051
C 0.496 -0.057 0.182

Output
LUMO energy: 2.946 eV
multiplicity: 1
HOMO energy: -0.134 hartree
charge: -1
Kohn-Sham gap: 6.60 eV

=====

C22H25F3N7O2STc | ωB97M-V with the def2-TZVPD basis set

Cartesian coordinates (Å):
Tc -0.8988 0.5375 -0.7329
C -1.9540 3.6644 -3.6374
C -3.3316 3.5345 -3.7301
C -3.9693 2.5199 -3.0319
C -3.2191 1.6649 -2.2464
N -1.8806 1.8265 -2.1127
C -1.2681 2.7978 -2.8140
C -3.7697 0.4762 -1.5583
C -5.0713 0.0316 -1.7046
C -5.4481 -1.1668 -1.1174
C -4.5060 -1.8990 -0.4128
C -3.2279 -1.3915 -0.2866
N -2.8692 -0.2174 -0.8303
H -1.4167 4.4255 -4.1836
H -3.9068 4.2081 -4.3509
H -5.0383 2.3959 -3.1138
H -0.1969 2.8743 -2.6913
H -5.7839 0.5965 -2.2862
H -6.4610 -1.5293 -1.2277
H -4.7486 -2.8522 0.0343
H -2.4511 -1.9256 0.2459
F 0.5716 4.7413 2.8454
C -0.7514 4.6305 2.9912
F -1.0584 4.9224 4.2509
F -1.3486 5.5100 2.1906
C -1.2045 3.2078 2.6512
C -1.8668 2.4515 3.6148
C -2.2679 1.1710 3.2963
C -1.9979 0.6723 2.0225
N -1.3494 1.3821 1.1048
C -0.9363 2.6544 1.3967
S -0.1027 3.5029 0.1824
H -2.0704 2.8728 4.5892
H -2.7926 0.5483 4.0065
H -2.2954 -0.3289 1.7506
N 1.2925 0.8005 -0.9910
C 2.0554 -0.2765 -0.2878
C 3.0530 -0.9299 -1.2639
C 3.7488 -2.2250 -0.8359
C 4.5630 -2.1314 0.4664
N 4.2930 -3.2222 1.3975
C 4.8907 -4.4140 1.3881
N 5.8980 -4.6791 0.5581
N 4.4732 -5.3650 2.2206
C 1.1016 -1.2639 0.3521
O 1.4796 -2.1433 1.0726
O -0.2044 -1.0809 0.0871
H 1.5199 0.7525 -1.9849
H 1.5913 1.7256 -0.6897
H 2.5950 0.1917 0.5386
H 3.8009 -0.1684 -1.5012
H 2.5279 -1.1436 -2.2013
H 4.3940 -2.5018 -1.6710
H 3.0228 -3.0310 -0.7296
H 4.3438 -1.2117 1.0072
H 5.6374 -2.0898 0.2872
H 3.4536 -3.1302 1.9513
H 6.2769 -3.9790 -0.0538
H 6.3973 -5.5518 0.6132
H 3.7454 -5.1851 2.8920
H 4.9372 -6.2566 2.2737

Forces on atoms 1 to 6 (eV/Å):
Tc 0.695 3.156 1.193
C 0.011 -0.101 0.046
C 0.000 0.040 -0.030
C 0.042 -0.073 0.078
C -0.128 -0.086 0.025
N 0.025 -0.499 -0.031

Output
LUMO energy (spin up / spin down): -11.314 / -11.151 eV
multiplicity: 2
HOMO energy (spin up / spin down): -0.609 / -0.607 hartree
charge: +3
Kohn-Sham gap (spin up / spin down): 5.25 / 5.36 eV

=====

C22H25F5IrN4S | ωB97M-V with the def2-TZVPD basis set

Cartesian coordinates (Å):
Ir 0.1826 0.9744 0.3405
C 2.3606 -0.2099 1.9835
N 1.2035 0.7050 2.1192
C 1.6798 2.0422 2.5720
C 0.2312 0.1446 3.1148
C -1.1198 0.7018 2.8457
C -2.0976 0.9014 3.8026
C -3.3552 1.3466 3.4035
C -3.6375 1.6062 2.0615
C -2.6628 1.4153 1.0976
C -1.3924 0.9775 1.4998
H 2.8928 -0.2556 2.9357
H 3.0360 0.1697 1.2217
H 2.0164 -1.2032 1.7165
H 2.1042 1.9498 3.5732
H 0.8521 2.7467 2.5974
H 2.4511 2.4016 1.8956
H 0.5704 0.3484 4.1327
H 0.2184 -0.9397 2.9834
H -1.8928 0.7075 4.8485
H -4.1282 1.4911 4.1469
H -4.6168 1.9599 1.7693
H -2.8875 1.6105 0.0566
F -2.0237 3.6687 -5.3176
C -1.3031 3.4830 -4.2368
C -1.5313 2.3659 -3.4444
F -2.4676 1.4882 -3.7637
C -0.7570 2.2005 -2.3235
F -0.9782 1.0824 -1.5335
C 0.2378 3.0739 -1.9399
S 1.2443 2.7796 -0.5292
C 0.4426 4.1878 -2.7449
F 1.3803 5.0615 -2.4192
C -0.3191 4.3960 -3.8856
F -0.1104 5.4539 -4.6379
C -0.8669 -4.3598 0.0173
C -1.7484 -3.1372 0.1167
N -0.8999 -1.9410 0.1067
C 0.2722 -1.8384 -0.5535
N 0.8948 -0.6417 -0.6021
C 2.1325 -0.4989 -1.4053
C 2.9372 -1.7796 -1.3641
C 2.0664 -2.9102 -1.8512
N 0.7975 -2.9321 -1.1158
C 0.0595 -4.2066 -1.1681
H -1.4761 -5.2531 -0.1087
H -0.2858 -4.4771 0.9346
H -2.3157 -3.1344 1.0452
H -2.4569 -3.0999 -0.7136
H -1.3138 -1.0773 0.4189
H 2.7076 0.3371 -1.0236
H 1.8587 -0.2603 -2.4373
H 3.2726 -1.9832 -0.3451
H 3.8179 -1.6849 -1.9977
H 2.5533 -3.8707 -1.6919
H 1.8659 -2.8165 -2.9216
H 0.7996 -5.0041 -1.1733
H -0.4951 -4.2632 -2.1085

Forces on atoms 1 to 6 (eV/Å):
Ir 0.956 0.297 -0.572
C 0.199 0.020 0.189
N -0.298 0.162 -0.394
C 0.126 0.040 0.336
C 0.047 -0.116 0.329
C -0.172 0.088 0.149

Output
LUMO energy (spin up / spin down): -7.990 / -8.277 eV
multiplicity: 2
HOMO energy (spin up / spin down): -0.526 / -0.540 hartree
charge: +2
Kohn-Sham gap (spin up / spin down): 6.31 / 6.42 eV

=====

Largest force on an atom list, top to bottom, in eV Å⁻¹: 5.5 1.0 3.4 1.2